1.
This record from the Open Molecules 2025 dataset describes a cluster of 8 separate species, H16O8 in total. The level of theory is the ωB97M-V functional and the def2-TZVPD basis.

```
24
Properties=species:S:1:pos:R:3:mulliken_charge:R:1
H 1.76 -1.07 0.00 0.376
H 1.03 0.05 0.71 0.273
H -2.17 -0.62 -1.17 0.329
H -2.54 -1.31 -2.48 0.307
H -2.04 -3.65 -0.78 0.279
H -1.44 -2.36 -0.24 0.319
H -1.66 3.43 -0.93 0.320
H -1.32 3.05 0.50 0.372
H -0.15 2.53 -0.53 0.197
H 0.97 2.32 -1.54 0.307
H -3.88 -0.30 2.47 0.319
H -2.42 -0.34 2.04 0.308
H 3.55 -0.76 0.29 0.397
H 4.00 -1.63 1.45 0.295
H 2.68 1.00 0.48 0.338
H 2.78 1.50 -0.95 0.337
O 1.50 -0.77 0.88 -0.650
O -1.79 -1.10 -1.92 -0.647
O -2.25 -2.72 -0.63 -0.591
O -1.84 2.76 -0.25 -0.662
O 0.73 2.14 -0.62 -0.539
O -3.09 0.26 2.40 -0.625
O 3.64 -1.68 0.56 -0.664
O 3.19 0.89 -0.33 -0.694
```

Summary:
- orbital gap (eV) = 9.451
- SMILES string = O.O.O.O.O.O.O.O
- HOMO energy (eV) = -9.464
- E (a.u.) = -611.42424
- max |F| (Eh/bohr) = 0.07166
- relative energy (zero: lowest compared OMol25 entry of this formula, charge and spin) (eV) = 4.310


2.
This record from the Open Molecules 2025 dataset describes a cluster of 8 separate species, H16O8 in total. The level of theory is the ωB97M-V functional and the def2-TZVPD basis.

```
24
Properties=species:S:1:pos:R:3:mulliken_spin:R:1
O -5.34 5.82 -18.75 0.003
H -5.65 5.54 -19.61 0.000
H -4.71 5.16 -18.49 0.000
O -3.09 5.99 -20.93 0.028
H -3.48 6.03 -20.06 -0.002
H -2.52 5.23 -20.91 -0.001
O -5.45 7.00 -26.46 0.448
H -5.98 7.46 -27.11 -0.011
H -5.31 7.64 -25.77 -0.026
O -7.38 3.89 -23.30 0.000
H -6.94 3.12 -23.64 0.000
H -8.31 3.74 -23.47 0.000
O -5.47 6.33 -23.14 0.064
H -5.38 6.39 -22.19 -0.003
H -5.93 5.50 -23.29 -0.001
O -6.77 4.36 -20.49 0.000
H -7.02 4.05 -21.36 0.000
H -7.12 3.71 -19.89 0.000
O -4.76 8.73 -24.09 0.353
H -3.87 8.84 -23.75 -0.009
H -5.11 7.97 -23.62 -0.007
O -2.34 4.61 -23.06 0.175
H -2.95 5.17 -22.59 -0.004
H -2.84 4.29 -23.81 -0.005
```

Summary:
- orbital gap (alpha / beta) (eV) = 10.964 / 2.700
- <S²> = 0.756
- HOMO energy (alpha / beta) (eV) = -14.111 / -14.073
- total charge = +1
- E (a.u.) = -611.10217
- max |F| (Eh/bohr) = 0.02907
- relative energy (zero: lowest compared OMol25 entry of this formula, charge and spin) (eV) = 1.070
- multiplicity = 2